No. 1
Formula: C34H69AsCsN7O17P2S4Si3
Source: the Open Molecules 2025 dataset
Level of theory: the ωB97M-V functional and the def2-TZVPD basis

Calculated values
Max |F| = 4.3 eV Å⁻¹
E_HOMO = -3.644 eV
Energy relative to the best compared isomer or geometry (same formula, charge and spin) = 165.5 kJ/mol
Orbital gap = 6.96 eV
Total charge = -2
Molar mass = 1330.26 g/mol

The geometry in XYZ format:
```
138
Properties=species:S:1:pos:R:3:forces:R:3:lowdin_charge:R:1
Cs 0.25262 -0.73606 -1.04977 -1.012 2.671 3.172 1.577
C -3.74884 -0.95655 2.64672 -0.217 -0.338 0.096 -0.563
C -4.03821 -2.26833 1.90655 -0.375 0.288 0.018 -0.528
S -2.67124 -2.84125 0.90203 0.567 -0.135 -0.063 0.923
C -1.91053 -4.06889 1.99978 -0.110 0.029 0.249 -0.510
C -1.61973 -3.63097 3.44372 -0.165 -0.200 -0.148 -0.525
S -0.31161 -2.39554 3.52077 0.436 -0.067 -0.466 0.899
C -0.84166 -1.34534 4.87077 -0.104 0.215 0.329 -0.550
C -0.30675 0.07822 4.67860 0.091 -0.123 0.009 -0.542
S -0.84680 0.88858 3.16081 0.325 0.006 -0.222 0.872
C -2.42589 1.51619 3.73566 -0.387 0.162 -0.091 -0.543
C -3.36480 1.82569 2.56501 0.062 -0.190 0.294 -0.525
S -3.78213 0.41443 1.49092 0.047 0.244 -0.329 0.898
H -2.74719 -1.00723 3.05947 0.098 -0.033 0.105 -0.002
H -4.48561 -0.80186 3.44186 -0.001 -0.029 0.007 0.088
H -4.88595 -2.13477 1.22859 -0.029 0.025 0.062 0.054
H -4.32136 -3.05128 2.61280 -0.018 0.011 0.005 0.081
H -0.98925 -4.35503 1.49024 0.030 0.008 -0.053 0.069
H -2.55947 -4.94893 2.03398 0.047 -0.003 0.007 0.075
H -1.33196 -4.51432 4.02169 -0.040 0.014 -0.045 0.071
H -2.52634 -3.23065 3.90334 0.019 0.049 0.018 0.058
H -0.47155 -1.73245 5.82421 -0.049 0.032 0.039 0.072
H -1.93289 -1.34387 4.91342 -0.038 0.032 0.040 0.057
H 0.78215 0.05850 4.62564 0.042 -0.010 -0.015 0.042
H -0.59555 0.70054 5.52977 0.068 -0.012 0.017 0.077
H -2.26688 2.43091 4.31579 -0.069 -0.008 -0.028 0.076
H -2.88326 0.77970 4.39964 -0.024 0.009 0.005 0.062
H -2.89916 2.54790 1.89729 0.023 0.100 -0.111 0.047
H -4.28759 2.26758 2.95531 0.074 -0.016 0.023 0.069
C -5.27747 3.31393 0.02757 -0.013 0.125 0.117 -0.067
N -4.81531 2.52390 -1.08235 -0.138 -0.129 -0.241 -0.147
C -5.83213 1.75669 -1.77588 -0.061 0.063 0.181 -0.046
C -3.48552 2.45741 -1.35399 -0.073 -0.291 -0.276 -0.437
O -2.65052 3.01972 -0.68311 0.442 0.420 0.480 0.064
C -3.10053 1.67693 -2.59652 -0.094 -0.191 -0.046 -0.125
O -1.70300 1.70090 -2.77350 0.005 -0.017 -0.111 -0.106
C -1.38057 1.10824 -4.00288 -0.044 -0.027 -0.071 -0.140
C 0.07139 0.64171 -4.03608 -0.195 0.414 0.055 -0.454
O 0.79500 0.76983 -3.06664 0.341 0.806 -1.005 -0.189
N 0.49359 0.13405 -5.21642 -0.230 -0.129 -0.076 -0.123
C -0.45342 -0.29936 -6.22599 0.107 -0.020 -0.197 -0.049
C 1.82000 -0.44522 -5.29725 0.240 -0.044 -0.021 -0.032
H -5.65785 2.66610 0.82197 -0.019 0.002 0.052 0.069
H -6.08479 3.97881 -0.29575 -0.015 -0.012 -0.016 0.085
H -4.45377 3.91355 0.40995 -0.028 -0.058 -0.013 0.084
H -6.44000 1.22370 -1.04184 -0.025 -0.013 -0.019 0.095
H -5.40190 0.99605 -2.40878 0.044 -0.097 -0.073 0.060
H -6.47861 2.41267 -2.36871 -0.030 0.028 0.007 0.087
H -3.61867 2.15219 -3.44514 0.082 -0.034 -0.083 0.142
H -3.45328 0.63784 -2.52149 0.033 0.146 0.061 0.101
H -1.53889 1.82396 -4.82551 -0.035 -0.012 0.023 0.137
H -2.02059 0.23960 -4.19674 0.015 -0.016 -0.022 0.117
H -1.17060 0.48238 -6.46891 -0.026 0.046 0.010 0.081
H -0.99467 -1.19861 -5.92674 0.004 -0.054 0.057 0.087
H 0.10672 -0.52322 -7.13435 -0.028 0.011 0.008 0.087
H 2.41938 -0.09625 -4.45861 -0.106 -0.052 -0.124 0.064
H 2.28208 -0.12793 -6.23576 0.034 -0.034 -0.009 0.087
H 1.77498 -1.53412 -5.24672 0.017 0.026 0.007 0.093
O 1.70920 -2.27928 -2.89414 0.449 -0.401 0.649 -0.292
P 1.48016 -3.63814 -2.01601 0.001 -0.011 0.129 0.178
O 1.36953 -4.84250 -2.85006 0.175 0.066 -0.157 -0.294
O 0.36850 -3.31496 -1.01277 0.345 -1.393 -0.364 -0.553
O 2.86710 -3.59184 -1.14064 0.086 -0.119 0.260 -0.278
P 3.07739 -2.44001 0.03911 -0.375 -0.331 -0.391 0.218
O 1.87186 -2.87193 1.03762 0.766 0.133 -0.832 -0.229
O 4.42420 -2.57173 0.64230 -0.238 -0.173 0.098 -0.297
O 2.67488 -1.14580 -0.63874 2.124 -0.602 0.119 -0.648
H 2.13591 -1.70140 -2.18082 0.343 -0.217 -1.055 -0.035
H 1.19020 -3.07872 0.31137 -0.486 -0.222 0.795 -0.016
C 3.90441 1.45672 -2.68584 0.106 -0.271 -0.164 -0.215
Si 3.21690 2.85357 -1.68231 -0.428 -0.559 0.626 0.242
C 4.43466 4.23824 -1.88557 0.312 0.308 -0.095 -0.221
C 1.64685 3.55343 -2.39323 -0.342 0.086 -0.051 -0.221
As 2.69417 1.94530 0.44665 0.488 0.501 0.049 0.858
Si 4.84919 1.97715 1.45786 -0.823 -0.171 -0.461 0.228
C 5.76695 0.48668 0.86829 0.061 -0.364 -0.062 -0.212
C 5.94348 3.43694 1.09748 0.340 0.201 -0.072 -0.222
C 4.76824 2.02633 3.31124 -0.254 -0.134 0.485 -0.237
Si 1.81124 3.90697 1.39585 0.145 -0.714 -0.297 0.198
C 2.55491 5.56602 1.02654 0.147 0.404 -0.060 -0.221
C 0.06368 4.01778 0.80539 -0.434 0.039 -0.083 -0.232
C 1.80619 3.74149 3.24542 -0.088 -0.127 0.410 -0.228
H 3.79549 1.67541 -3.75115 0.085 -0.028 -0.074 0.032
H 3.41935 0.50917 -2.46149 -0.093 -0.028 0.023 0.005
H 4.96357 1.33555 -2.45392 0.119 -0.015 -0.048 0.027
H 4.20583 4.66114 -2.86787 0.126 0.113 -0.073 0.032
H 5.46232 3.89472 -1.88869 0.236 -0.097 -0.049 0.013
H 4.35786 5.02666 -1.14945 -0.093 0.230 0.175 0.003
H 1.65254 3.39619 -3.47430 -0.019 0.099 -0.083 0.033
H 1.62206 4.62544 -2.18988 -0.060 0.132 -0.048 0.024
H 0.73201 3.10889 -2.00633 -0.001 -0.089 -0.013 0.017
H 6.19444 0.68414 -0.11535 0.108 0.008 -0.078 0.026
H 5.15539 -0.41404 0.76947 -0.007 0.033 0.099 0.000
H 6.57968 0.28112 1.57109 0.148 -0.069 -0.078 0.027
H 6.42033 3.37842 0.12816 0.161 -0.060 -0.275 0.011
H 6.72256 3.42292 1.86503 0.118 0.087 -0.011 0.030
H 5.43577 4.38965 1.14354 -0.198 0.311 0.126 0.003
H 3.90133 1.53959 3.75228 0.022 -0.086 -0.074 -0.006
H 4.77669 3.06268 3.64146 0.083 0.151 0.110 0.015
H 5.66850 1.53104 3.68433 0.074 0.040 0.126 0.025
H 2.58283 5.77810 -0.03769 -0.086 0.058 -0.188 0.008
H 3.56078 5.69230 1.41283 0.204 0.024 0.140 0.011
H 1.90433 6.30282 1.50528 0.027 0.158 0.006 0.030
H -0.00848 4.48490 -0.17587 -0.026 0.093 -0.049 0.024
H -0.51599 4.61361 1.51696 -0.105 0.062 -0.047 0.034
H -0.42111 3.04945 0.70584 -0.051 -0.118 0.072 0.011
H 2.70372 4.16179 3.69029 0.134 0.136 0.100 0.014
H 1.73472 2.70432 3.57053 -0.092 -0.065 -0.044 0.003
H 0.93280 4.27679 3.62564 0.005 0.051 0.148 0.026
C 5.53318 -2.25157 3.39919 0.113 -0.085 0.112 -0.061
N 4.10123 -2.38569 3.64880 0.187 0.058 0.230 -0.182
C 3.53984 -3.71112 3.41461 -0.065 -0.132 0.154 -0.063
C 3.36995 -1.35572 3.25147 0.518 -0.940 0.038 -0.319
N 2.73923 -0.46120 2.91826 -0.937 1.307 -0.070 0.208
H 6.06166 -2.92012 4.08308 0.018 0.009 -0.010 0.079
H 5.83705 -1.22541 3.60382 -0.001 -0.014 0.018 0.076
H 5.76062 -2.49905 2.36256 0.032 -0.014 -0.034 0.067
H 3.95814 -4.37819 4.17200 -0.045 -0.087 -0.019 0.080
H 3.79013 -4.05415 2.41239 -0.010 -0.072 -0.031 0.073
H 2.45478 -3.66032 3.51494 0.137 -0.050 -0.019 0.059
O -4.79457 -7.36844 -2.39324 -0.441 -0.537 0.168 0.040
N -3.96494 -6.57703 -2.79431 -0.012 0.985 0.315 -0.378
O -3.04135 -6.86350 -3.52168 0.403 -0.280 -0.328 0.069
C -4.10112 -5.18207 -2.39276 0.159 -0.606 -0.231 -0.147
C -3.08951 -4.27995 -2.71261 -0.011 -0.030 0.189 0.090
C -3.29474 -2.97613 -2.39015 0.974 -0.073 -0.618 -0.095
C -4.51371 -2.38740 -1.89441 -0.209 -0.162 -0.002 -0.353
O -4.71096 -1.17440 -1.86678 -0.137 0.297 0.137 0.019
C -5.43093 -3.43254 -1.48897 -0.763 -0.098 0.383 -0.071
C -5.23834 -4.77329 -1.73195 -0.025 0.113 0.077 0.064
N -6.66895 -3.09804 -0.77438 0.892 0.108 -0.683 -0.369
O -7.10180 -1.97075 -0.87523 -0.302 0.286 0.102 0.071
O -7.19400 -3.97751 -0.11707 -0.419 -0.369 0.412 0.031
N -2.20075 -2.05877 -2.68421 -0.898 0.399 0.699 -0.318
O -1.56779 -2.16898 -3.70747 0.432 -0.383 -0.887 0.085
O -2.00139 -1.15976 -1.88725 -2.351 -0.413 -0.955 -0.281
H -2.15052 -4.60827 -3.14116 -0.039 0.034 -0.040 0.145
H -5.98318 -5.49407 -1.42163 0.064 0.093 -0.053 0.128
```
Positions in Å, forces in eV/Å.

No. 2
Formula: C2H3NO3
Source: the Open Molecules 2025 dataset
Level of theory: the ωB97M-V functional and the def2-TZVPD basis

Calculated values
Max |F| = 5.0 eV Å⁻¹
SMILES string = O=C(O)/N=C/O
E_HOMO = -10.075 eV
Energy relative to the best compared isomer or geometry (same formula, charge and spin) = 182.2 kJ/mol
Orbital gap = 10.40 eV
Total charge = 0
Molar mass = 89.05 g/mol

The geometry in XYZ format:
```
9
Properties=species:S:1:pos:R:3:forces:R:3:lowdin_charge:R:1
O -1.08953 -1.69120 -0.80380 -0.683 -0.037 0.114 0.121
C -0.62024 -0.61455 -1.02226 1.375 -0.603 0.173 -0.622
O -0.84217 0.07850 -2.14313 -0.527 0.216 -0.187 0.119
N 0.42367 -0.04321 -0.27448 0.609 2.991 -0.471 0.133
C 0.29096 0.27165 0.95668 -0.052 -4.634 -1.772 -0.251
O 1.29937 0.84919 1.58743 -0.135 0.547 0.478 0.088
H -0.27572 0.86592 -2.16700 -0.042 -0.280 0.198 0.120
H -0.33009 -0.59935 1.32622 -0.464 1.841 1.589 0.172
H 1.14376 0.88306 2.54033 -0.081 -0.041 -0.123 0.119
```
Positions in Å, forces in eV/Å.